P) DFT (wB97M-V/def2-TZVPD) results for a 2-piece molecular cluster, CH3NO4 overall.

Computed properties:
- E_HOMO (eV) = -10.6663
- 2S+1 = 1
- frontier orbital gap (eV) = 9.76
- SMILES string = O=[NH+][O-].O=CO

XYZ file:
```
9
Properties=species:S:1:pos:R:3:mulliken_charge:R:1
H 0.36 0.31 1.45 0.330
C 0.17 0.10 -0.39 0.341
O 2.26 0.56 -1.00 -0.433
O 0.05 -1.07 -0.45 -0.515
O 2.93 -0.32 0.89 -0.424
O 0.11 0.84 0.66 -0.391
N 2.93 -0.19 -0.31 0.576
H 3.04 -0.95 -0.91 0.266
H 0.48 0.84 -1.16 0.250
```

=====

Q) DFT (wB97M-V/def2-TZVPD) results for CH3NO4 as an isolated structure.

Computed properties:
- E_HOMO (eV) = -10.5463
- 2S+1 = 1
- frontier orbital gap (eV) = 10.67

XYZ file:
```
9
Properties=species:S:1:pos:R:3:mulliken_charge:R:1
H 0.90 -0.24 1.60 0.321
N -0.73 -0.86 -0.35 0.969
O -1.83 -0.41 -0.56 -0.588
O 1.35 -0.31 0.81 -0.378
H -0.81 1.77 -0.26 0.384
O -0.38 -1.98 -0.11 -0.517
C 0.45 0.22 -0.08 -0.018
H 1.09 0.43 -1.34 0.279
O -0.03 1.38 0.28 -0.453
```

=====

P) comes first in stability; the runner-up is 0.0055 hartree higher.

=====

P) DFT (wB97M-V/def2-TZVPD) results for C31H53As2CrN5O10P2 as an isolated structure.

Computed properties:
- E_HOMO (alpha / beta) (eV) = -12.2340 / -12.8577
- expectation value of S² = 6.3366
- charge = +2
- 2S+1 = 5
- frontier orbital gap (alpha / beta) (eV) = 6.03 / 7.28

XYZ file:
```
104
Properties=species:S:1:pos:R:3:mulliken_spin:R:1
H 6.18 0.28 1.67 0.002
C 0.40 -1.90 0.67 0.055
C 1.34 -1.08 1.19 0.104
C -0.16 -3.26 -5.98 0.000
H -0.58 -4.42 -0.67 -0.001
H 0.32 -4.87 6.72 0.000
H -2.25 0.48 -0.06 -0.007
H -1.35 5.25 1.08 0.000
C 6.14 -0.79 1.53 -0.005
H 0.32 -3.13 -1.52 0.006
As 2.17 -2.57 3.42 -0.031
H 3.50 -0.75 4.68 -0.002
H -1.16 1.72 0.36 -0.007
N 1.84 1.37 -1.50 0.016
H 0.33 -3.87 -6.73 0.000
C -1.16 0.35 4.13 0.004
O -2.13 0.54 3.41 0.000
H -1.15 -3.86 6.71 0.000
As 0.64 0.59 1.90 0.132
N -2.06 1.26 0.58 0.031
H 0.43 3.98 0.01 0.000
N -1.45 2.54 -2.27 0.049
C -1.96 -2.21 0.61 0.002
H -3.00 3.91 -2.54 0.002
C -3.14 2.31 0.55 0.009
H -2.32 3.28 2.31 -0.001
O 4.88 -1.32 2.01 0.034
H -3.84 1.78 -1.44 0.000
H 0.08 3.41 1.48 -0.001
C -1.41 -1.69 -4.04 -0.028
C -0.35 -1.18 -4.80 0.016
O -0.81 -1.38 0.30 -0.036
H 0.88 0.91 5.75 0.000
H -1.89 2.13 -3.10 -0.002
C -0.07 -3.87 6.81 0.000
H -4.00 1.90 1.07 0.001
H -2.73 5.38 -0.81 -0.001
H -1.11 5.10 -1.40 0.000
H 1.72 2.22 3.45 -0.001
H 2.80 0.82 3.29 -0.015
H 1.18 -4.53 -0.87 0.000
O 3.81 0.02 0.55 0.101
C 0.28 -1.96 -5.76 -0.003
O -1.17 0.92 5.32 0.000
H 2.15 1.76 -4.91 0.000
O 0.86 -0.96 -2.08 -0.083
H -3.53 0.60 -4.39 -0.005
C 0.35 -3.86 -0.72 -0.001
C 3.44 -1.84 4.72 0.034
C -1.94 4.63 -0.87 -0.004
H 2.47 0.03 -4.81 0.003
H 3.64 0.41 -1.74 -0.001
H 2.75 2.05 2.01 0.004
H -4.43 3.31 -0.81 0.000
N 2.69 0.40 -2.10 0.016
H 6.26 -1.02 0.47 0.003
H 3.14 -2.16 5.71 -0.005
C -3.54 2.68 -0.88 0.005
C -2.64 3.56 1.30 0.001
C -1.52 4.30 0.56 0.001
H -0.70 3.12 -2.63 0.013
O -1.36 -1.94 5.38 0.001
H 4.42 -2.26 4.49 0.001
C -0.20 -2.18 5.12 0.008
H -1.68 -3.02 1.27 0.001
C 1.77 0.77 -5.17 -0.015
H -4.17 -0.99 -4.00 -0.013
H -2.69 -1.58 1.13 -0.002
Cr -0.24 0.57 -2.05 3.440
H -2.39 -2.60 -0.30 -0.001
H -3.48 4.24 1.41 0.000
O 0.57 -3.21 0.56 0.007
H -1.55 -4.79 -5.41 0.000
H -0.22 1.59 6.97 0.000
C 2.15 1.51 2.75 0.025
H 1.11 -1.57 -6.33 0.001
N -0.29 3.49 0.54 0.021
H -4.39 0.34 -2.86 -0.002
C 0.07 -0.34 3.58 0.005
C -0.07 0.79 6.24 0.000
C -1.84 -2.99 -4.27 0.004
H 1.67 0.71 -6.26 -0.006
O 0.54 -3.09 5.75 -0.002
H 2.15 2.27 -1.83 0.001
H -2.65 -3.41 -3.68 -0.004
H 0.21 -3.44 7.77 0.000
C -3.70 -0.11 -3.58 0.031
P 0.13 0.53 -4.42 -0.114
P -2.16 -0.67 -2.72 -0.379
O 2.91 -1.85 -2.26 0.006
C 2.17 -0.91 -2.14 -0.010
C 0.57 -1.49 4.03 0.030
H -0.80 1.16 -6.55 -0.003
H -1.93 0.86 1.54 0.004
H 6.90 -1.28 2.11 0.000
C 3.79 -0.85 1.41 0.185
H -1.98 1.44 -5.27 -0.001
H -0.62 2.58 -5.51 0.000
C -2.49 3.46 -1.69 0.004
H 2.00 1.35 -0.50 -0.009
C -1.22 -3.77 -5.24 -0.007
C -0.92 1.53 -5.54 -0.007
C 2.55 -1.49 1.86 0.396
H -0.12 -0.17 6.75 0.000
```

=====

Q) DFT (wB97M-V/def2-TZVPD) results for C31H53As2CrN5O10P2 as an isolated structure.

Computed properties:
- E_HOMO (alpha / beta) (eV) = -12.2947 / -13.2386
- expectation value of S² = 6.0150
- charge = +2
- 2S+1 = 5
- frontier orbital gap (alpha / beta) (eV) = 6.72 / 7.67

XYZ file:
```
104
Properties=species:S:1:pos:R:3:mulliken_spin:R:1
H -1.67 -1.17 3.78 0.007
H 6.60 1.16 -1.55 0.000
H 6.22 -1.11 -6.13 0.000
H -1.40 3.04 5.23 -0.003
C 0.91 -1.79 3.97 0.024
H 2.93 -1.12 1.24 -0.004
H -6.02 -1.17 3.60 0.001
H -2.76 1.53 6.15 0.000
H 1.71 -3.81 -0.16 0.001
O -0.06 2.99 -2.44 0.002
H 5.38 0.98 -2.82 0.000
H -2.07 -2.06 2.49 0.008
H -2.38 2.39 0.05 0.000
H -3.28 3.69 3.66 -0.003
H -3.63 3.00 2.07 -0.003
P -1.98 1.68 3.28 -0.207
C 1.09 -2.25 1.12 -0.012
H -2.02 -2.92 -3.78 0.000
H -4.61 0.42 7.31 0.000
C -2.84 3.22 2.78 0.019
C -4.50 0.30 6.23 0.001
H -5.02 -1.85 0.33 -0.002
H 2.05 2.45 -6.29 0.000
H 1.66 0.76 1.91 -0.015
C -1.30 -2.61 -4.53 0.000
C 1.80 -0.92 3.08 -0.014
O 5.26 -1.33 -3.66 0.000
H 3.51 2.13 -5.33 0.000
C 3.03 -0.25 -2.34 -0.002
H 5.43 -2.69 -5.93 0.000
O -2.74 -1.41 -1.73 0.006
C -5.29 -0.59 4.15 0.000
C 0.70 1.11 -3.66 0.001
C 2.30 -1.74 1.89 -0.008
C 5.54 1.04 -1.75 0.000
O 0.39 -2.20 -2.51 0.000
C -3.32 0.81 4.19 0.019
C 3.10 -0.27 -3.68 0.003
N 1.07 0.29 2.59 0.117
N -1.30 -1.54 2.91 -0.022
N 1.48 -2.82 -0.21 0.000
H -4.95 -2.31 2.04 -0.001
H 1.54 -2.54 4.45 -0.001
H 0.74 -2.67 -0.91 -0.004
H -0.57 -3.61 1.41 -0.001
H -6.50 0.18 1.61 0.001
H 2.67 -0.62 3.67 0.005
H -6.24 -0.95 6.04 0.000
C -3.46 0.93 5.57 -0.003
C -2.21 -0.65 -0.96 -0.036
H 2.29 -2.30 -0.59 -0.005
C 2.75 1.68 -5.96 0.000
H 0.96 0.93 3.36 0.005
H 1.97 4.79 -2.40 0.000
C 1.99 1.88 -0.57 0.049
H -2.97 1.03 -1.84 0.002
C -4.41 -1.81 1.23 0.007
H -0.63 -3.26 3.91 0.001
H -2.12 3.91 2.33 0.002
O 3.80 -1.86 -0.81 -0.001
H 1.21 2.35 0.02 -0.016
C 0.74 2.54 -3.23 0.003
C -4.24 0.03 3.47 -0.017
O -0.79 -1.30 -4.18 0.001
H -0.50 1.50 5.21 0.001
C 5.30 -1.68 -6.30 0.000
C 1.70 4.67 -3.44 0.000
H -0.48 -3.32 -4.59 0.000
C -5.42 -0.46 5.52 -0.001
H 5.03 -1.68 -7.34 0.000
H 2.91 -2.57 2.26 0.000
O -1.31 -0.95 -0.05 -0.159
H -1.10 2.03 -0.87 0.017
O 4.20 -1.03 -5.60 0.000
C 4.32 -0.93 -4.28 -0.001
O 5.15 -0.18 -1.09 0.000
H -5.71 1.76 1.38 0.001
H 4.99 1.88 -1.33 0.000
C -0.22 -2.50 3.24 0.004
H 0.73 5.13 -3.62 0.000
As 1.44 0.06 -1.11 0.011
H 0.91 -4.06 2.29 0.000
Cr -1.27 0.26 1.48 4.044
P -4.07 -0.04 1.63 0.022
C 0.01 -1.23 -3.14 -0.007
C -0.88 2.32 4.60 0.008
N -1.78 1.62 -0.23 -0.012
H 0.48 -1.17 4.77 -0.005
H -0.04 2.83 4.12 -0.003
H -5.77 0.59 0.05 -0.003
H 2.87 1.73 0.07 0.010
H 2.28 2.53 -1.38 0.000
N -2.59 0.71 -0.96 0.034
H -1.77 -2.48 -5.50 0.000
H -3.49 -2.35 1.00 0.002
C 0.28 -3.22 1.98 0.010
As 1.75 0.23 -5.10 0.000
O 1.67 3.27 -3.80 0.000
C -5.67 0.70 1.13 0.032
C 0.37 0.18 -2.74 0.013
H 2.46 5.12 -4.08 0.000
H 3.20 1.24 -6.85 0.000
C 4.07 -0.84 -1.43 0.002
H 0.46 -1.40 0.91 0.078
```

=====

Q) comes first in stability; the runner-up is 0.1050 hartree higher.

=====

P) DFT (wB97M-V/def2-TZVPD) results for C2H2N4 in the gas phase.

Computed properties:
- E_HOMO (eV) = -9.6869
- 2S+1 = 1
- frontier orbital gap (eV) = 8.87
- SMILES string = c1cnnnn1

XYZ file:
```
8
Properties=species:S:1:pos:R:3:mulliken_charge:R:1
H -0.79 -0.19 -1.70 0.536
N 0.19 0.47 1.69 -0.179
C 0.80 -0.51 -0.22 -0.078
N 1.08 -0.07 0.91 -0.121
N -1.29 0.80 -0.20 -0.184
N -1.01 0.92 1.05 -0.118
C -0.35 0.00 -0.88 -0.145
H 1.38 -1.41 -0.65 0.290
```

=====

Q) DFT (wB97M-V/def2-TZVPD) results for C2H2N4 in the gas phase.

Computed properties:
- E_HOMO (eV) = -9.5300
- 2S+1 = 1
- frontier orbital gap (eV) = 8.95
- SMILES string = c1cnnnn1

XYZ file:
```
8
Properties=species:S:1:pos:R:3:mulliken_charge:R:1
N -0.39 -0.72 1.64 -0.138
C -0.55 0.77 -0.20 -0.008
H -1.15 1.55 -0.75 0.312
C 0.53 0.11 -0.84 -0.099
N 0.90 -1.00 -0.16 -0.163
N -0.71 0.44 1.07 -0.176
N 0.49 -1.44 1.02 -0.148
H 0.89 0.29 -1.78 0.419
```

=====

Q) comes first in stability; the runner-up is 0.0259 hartree higher.

=====

P) DFT (wB97M-V/def2-TZVPD) results for C2H2N4 in the gas phase.

Computed properties:
- E_HOMO (eV) = -9.8828
- 2S+1 = 1
- frontier orbital gap (eV) = 8.70
- SMILES string = c1ncnnn1

XYZ file:
```
8
Properties=species:S:1:pos:R:3:mulliken_charge:R:1
C 0.24 -0.79 0.83 0.098
N 1.03 0.21 0.67 -0.379
N -0.87 -1.27 0.13 -0.199
N -0.53 0.49 -1.19 0.000
H 0.74 -1.31 1.66 0.368
C 0.30 1.17 -0.53 0.061
H 0.03 2.27 -0.51 0.288
N -0.95 -0.77 -1.06 -0.237
```

=====

Q) DFT (wB97M-V/def2-TZVPD) results for a 3-piece molecular cluster, C2H2N4 overall.

Computed properties:
- E_HOMO (eV) = -12.5333
- 2S+1 = 1
- frontier orbital gap (eV) = 13.60
- SMILES string = C#N.C#N.N#N

XYZ file:
```
8
Properties=species:S:1:pos:R:3:mulliken_charge:R:1
H 0.22 0.20 -1.08 0.292
N -4.01 1.31 0.06 0.163
H -0.92 -2.30 0.75 0.307
N -4.77 2.09 0.23 -0.175
N -2.20 -0.77 -0.11 -0.337
C -1.50 -1.61 0.21 0.049
N 1.63 -1.26 -0.30 -0.373
C 1.02 -0.38 -0.71 0.074
```

=====

Q) comes first in stability; the runner-up is 0.1428 hartree higher.

=====

P) DFT (wB97M-V/def2-TZVPD) results for C2H2N4 in the gas phase.

Computed properties:
- E_HOMO (eV) = -9.9188
- 2S+1 = 1
- frontier orbital gap (eV) = 10.17
- SMILES string = C1=NC2n3n1n32

XYZ file:
```
8
Properties=species:S:1:pos:R:3:mulliken_charge:R:1
H 1.85 -0.49 0.78 0.364
N -0.63 0.91 -0.54 -0.124
N -0.14 -1.12 0.32 -0.426
N 0.25 1.29 0.54 -0.289
H -2.01 -0.83 -0.58 0.358
C 0.89 -0.13 0.40 0.385
N 0.84 0.83 -0.68 -0.292
C -1.05 -0.46 -0.25 0.025
```

=====

Q) DFT (wB97M-V/def2-TZVPD) results for C2H2N4 in the gas phase.

Computed properties:
- E_HOMO (eV) = -8.5145
- 2S+1 = 1
- frontier orbital gap (eV) = 7.87
- SMILES string = [H]/N=N/N=C=C=N

XYZ file:
```
8
Properties=species:S:1:pos:R:3:mulliken_charge:R:1
N -2.62 -0.17 0.08 -0.460
N 0.62 1.25 -0.75 -0.351
C -1.44 0.11 -0.08 0.306
N 2.07 -0.26 0.48 -0.253
H 2.79 -1.01 0.48 0.278
H -2.70 -0.98 0.82 0.303
N 1.77 0.15 -0.63 -0.039
C -0.49 0.91 -0.39 0.215
```

=====

P) comes first in stability; the runner-up is 0.0166 hartree higher.

=====

P) DFT (wB97M-V/def2-TZVPD) results for a 2-piece molecular cluster, C6H16 overall.

Computed properties:
- E_HOMO (eV) = -10.6626
- 2S+1 = 1
- frontier orbital gap (eV) = 11.77
- SMILES string = CCC.CCC

XYZ file:
```
22
Properties=species:S:1:pos:R:3:mulliken_charge:R:1
H -1.59 2.01 0.47 0.316
H -1.43 2.32 2.28 0.322
H 0.14 -0.93 1.15 -0.069
H 3.08 -0.63 -1.22 0.303
H -2.15 -0.15 0.79 0.313
H 0.07 -1.17 -1.18 0.127
H 1.36 -1.65 -2.32 0.366
C 2.09 -0.53 -0.68 -1.117
H -0.22 -0.22 -3.43 0.343
C 1.00 -0.85 -1.74 -0.194
H -0.04 -0.22 2.68 0.484
H 2.36 -1.13 0.19 0.379
H -0.21 1.73 1.48 0.303
H -2.44 0.15 2.51 0.289
H -0.38 0.90 -2.08 0.173
H -0.82 -1.82 2.14 0.332
C -1.24 1.63 1.39 -1.092
C -0.58 -0.76 2.01 -0.974
H 2.02 0.50 -0.11 0.247
C 0.32 0.26 -2.67 -0.929
H 1.12 0.75 -3.23 0.304
C -1.74 0.16 1.67 -0.228
```

=====

Q) DFT (wB97M-V/def2-TZVPD) results for a 2-piece molecular cluster, C6H16 overall.

Computed properties:
- E_HOMO (eV) = -11.1538
- 2S+1 = 1
- frontier orbital gap (eV) = 12.23
- SMILES string = CC(C)C.CC

XYZ file:
```
22
Properties=species:S:1:pos:R:3:mulliken_charge:R:1
H 3.98 1.15 -1.84 0.267
H -3.07 -0.27 -0.86 0.346
H -2.22 1.24 -0.71 0.389
C -1.40 -0.25 0.59 0.969
H 1.82 0.63 0.29 0.095
C -2.08 0.17 -0.72 -1.491
H -0.69 0.54 0.76 0.131
H 3.57 0.28 0.38 0.312
H 0.13 -1.47 -0.41 0.345
H 2.33 1.69 -2.05 0.290
C -2.42 -0.44 1.71 -1.476
H 3.40 2.43 -0.79 0.281
H -0.30 -2.00 1.31 0.341
H -3.23 0.29 1.61 0.406
H -1.36 -2.21 -0.04 0.502
H -2.79 -1.45 1.70 0.340
H -1.41 0.01 -1.56 0.389
C 2.72 0.43 -0.28 -0.576
H -1.94 -0.22 2.67 0.351
C 3.10 1.51 -1.30 -0.885
C -0.63 -1.57 0.37 -1.547
H 2.53 -0.50 -0.83 0.222
```

=====

Q) comes first in stability; the runner-up is 0.0603 hartree higher.